# 1
2 unconnected molecules or ions with the total composition C7H16N in a non-equilibrium geometry. Source: OMol25; level of theory: wB97M-V/def2-TZVPD.

Calculated values
Net charge ... +1
HOMO-LUMO gap ... 10.048 eV
HOMO level ... -13.30 eV
F_max ... 1.43 eV/A

Last column: natural (NBO) charge in e.
Positions of all 24 atoms, in Å:
1 C -0.525 0.879 -1.785  -0.669
2 C -1.724 0.286 -1.096  0.042
3 C -1.808 -1.023 -0.811  -0.474
4 C -2.884 1.218 -0.882  -0.651
5 H -0.745 1.284 -2.775  0.259
6 H 0.257 0.129 -1.910  0.203
7 H -0.101 1.696 -1.192  0.214
8 H -2.761 -1.432 -0.495  0.224
9 H -0.992 -1.717 -0.974  0.188
10 H -3.713 0.671 -0.434  0.226
11 H -3.218 1.610 -1.844  0.240
12 H -2.605 2.058 -0.241  0.225
13 C 2.448 0.364 0.290  -0.669
14 C 1.886 -0.531 1.336  0.141
15 C 2.537 -1.251 2.234  -0.356
16 N 0.381 -0.681 1.308  -0.724
17 H 3.514 0.430 0.510  0.261
18 H 2.290 0.027 -0.730  0.247
19 H 2.041 1.370 0.437  0.234
20 H 2.113 -2.077 2.789  0.226
21 H 3.586 -1.047 2.382  0.244
22 H -0.077 -0.291 0.472  0.473
23 H -0.068 -0.295 2.138  0.448
24 H 0.167 -1.680 1.275  0.446

=====

# 2
A gas-phase ion, C7H16N (charge +1) in a non-equilibrium geometry. Source: OMol25; level of theory: wB97M-V/def2-TZVPD.

Calculated values
Net charge ... +1
HOMO-LUMO gap ... 8.942 eV
HOMO level ... -12.47 eV
F_max ... 2.58 eV/A
SMILES ... C/C=C(/C)C[C@@H](C)[NH3+]

Last column: natural (NBO) charge in e.
Positions of all 24 atoms, in Å:
1 C -1.724 -0.684 1.694  -0.653
2 C -0.666 -0.798 0.617  -0.029
3 C -0.632 0.515 -0.209  -0.462
4 C 0.713 1.197 -0.165  -0.001
5 C 1.757 0.786 -0.873  -0.177
6 C 1.765 -0.397 -1.817  -0.636
7 C 0.861 2.394 0.755  -0.651
8 N -1.135 -1.963 -0.267  -0.688
9 H -2.765 -0.591 1.407  0.234
10 H -1.516 0.182 2.332  0.256
11 H -1.659 -1.515 2.409  0.227
12 H 0.293 -1.060 1.048  0.246
13 H -0.991 0.345 -1.222  0.223
14 H -1.360 1.240 0.159  0.242
15 H 2.721 1.278 -0.850  0.220
16 H 1.744 -0.087 -2.860  0.241
17 H 0.954 -1.137 -1.717  0.147
18 H 2.636 -1.030 -1.651  0.234
19 H 0.824 3.229 0.044  0.239
20 H 0.091 2.540 1.503  0.217
21 H 1.858 2.436 1.186  0.236
22 H -1.772 -1.775 -1.048  0.443
23 H -0.301 -2.410 -0.662  0.447
24 H -1.696 -2.696 0.189  0.442

=====

# 3
2 unconnected molecules or ions with the total composition C7H16N2 in a non-equilibrium geometry. Source: OMol25; level of theory: wB97M-V/def2-TZVPD.

Calculated values
Net charge ... 0
HOMO-LUMO gap ... 8.655 eV
HOMO level ... -7.78 eV
F_max ... 2.96 eV/A
SMILES ... [H]/N=C(/C)C=C.CC(C)N

Last column: natural (NBO) charge in e.
Positions of all 25 atoms, in Å:
1 C 0.225 1.938 -0.135  -0.024
2 C 1.117 1.496 0.979  -0.669
3 C 0.677 1.489 -1.515  -0.624
4 N -1.248 1.342 0.077  -0.786
5 H 0.104 3.034 -0.121  0.178
6 H -1.511 1.518 1.038  0.365
7 H -1.891 1.850 -0.519  0.363
8 H 0.022 1.878 -2.291  0.204
9 H 0.888 2.012 1.903  0.207
10 H 0.963 0.382 1.214  0.265
11 H 2.177 1.628 0.740  0.217
12 H 0.661 0.404 -1.563  0.223
13 H 1.690 1.843 -1.711  0.213
14 C 1.148 -2.734 0.391  -0.659
15 C -0.018 -1.811 0.603  0.276
16 C -0.859 -1.569 -0.536  -0.414
17 C -1.909 -0.673 -0.561  -0.213
18 N -0.091 -1.222 1.758  -0.696
19 H -0.974 -0.736 1.907  0.323
20 H -0.546 -2.019 -1.471  0.204
21 H 1.822 -2.712 1.241  0.230
22 H 0.808 -3.760 0.256  0.224
23 H 1.729 -2.443 -0.478  0.211
24 H -2.577 -0.630 0.299  0.183
25 H -2.406 -0.507 -1.507  0.198

=====

Please write out number 2 again, unchanged.
A gas-phase ion, C7H16N (charge +1) in a non-equilibrium geometry. Source: OMol25; level of theory: wB97M-V/def2-TZVPD.

Calculated values
Net charge ... +1
HOMO-LUMO gap ... 8.942 eV
HOMO level ... -12.47 eV
F_max ... 2.58 eV/A
SMILES ... C/C=C(/C)C[C@@H](C)[NH3+]

Last column: natural (NBO) charge in e.
Positions of all 24 atoms, in Å:
1 C -1.724 -0.684 1.694  -0.653
2 C -0.666 -0.798 0.617  -0.029
3 C -0.632 0.515 -0.209  -0.462
4 C 0.713 1.197 -0.165  -0.001
5 C 1.757 0.786 -0.873  -0.177
6 C 1.765 -0.397 -1.817  -0.636
7 C 0.861 2.394 0.755  -0.651
8 N -1.135 -1.963 -0.267  -0.688
9 H -2.765 -0.591 1.407  0.234
10 H -1.516 0.182 2.332  0.256
11 H -1.659 -1.515 2.409  0.227
12 H 0.293 -1.060 1.048  0.246
13 H -0.991 0.345 -1.222  0.223
14 H -1.360 1.240 0.159  0.242
15 H 2.721 1.278 -0.850  0.220
16 H 1.744 -0.087 -2.860  0.241
17 H 0.954 -1.137 -1.717  0.147
18 H 2.636 -1.030 -1.651  0.234
19 H 0.824 3.229 0.044  0.239
20 H 0.091 2.540 1.503  0.217
21 H 1.858 2.436 1.186  0.236
22 H -1.772 -1.775 -1.048  0.443
23 H -0.301 -2.410 -0.662  0.447
24 H -1.696 -2.696 0.189  0.442